Entry from OMol25: 2 unconnected molecules or ions with the total composition C2H7O2Si2 at a distorted geometry (ωB97M-V/def2-TZVPD).

XYZ file:
```
13
Properties=species:S:1:pos:R:3:lowdin_charge:R:1
C 3.643 0.074 -0.047 -0.54
C -1.935 0.966 0.387 -0.38
O 4.028 -0.937 -0.477 0.13
O 3.604 1.146 0.402 0.13
Si 0.475 -1.099 0.506 0.26
Si -1.181 -0.380 -0.896 0.21
H -1.867 1.982 -0.045 -0.01
H -3.021 0.973 0.644 0.01
H -1.265 0.914 1.159 -0.11
H 0.550 -2.575 0.129 -0.23
H -0.005 -0.863 1.874 -0.23
H -0.531 0.535 -2.000 -0.11
H -2.494 -0.736 -1.637 -0.13
```

For the total energy, the calculation gives -809.8505 a.u. As for the charge: -1. Its gap between HOMO and LUMO is 0.219 Ha. Its energy above the lowest of the compared OMol25 structures with the same formula, charge and spin is 96.3 kJ/mol.

=====

Entry from OMol25: a single C2H7O3P molecule at a distorted geometry (ωB97M-V/def2-TZVPD).

XYZ file:
```
13
Properties=species:S:1:pos:R:3:lowdin_charge:R:1
C -1.948 -0.241 0.402 -0.20
C -0.688 -0.735 -0.295 -0.31
P 0.820 -0.008 -0.032 0.70
O 1.995 -0.907 -0.658 -0.16
O 1.594 1.651 -0.691 -0.27
O 1.200 0.005 1.533 -0.13
H -2.266 -0.840 1.271 0.07
H -2.771 -0.024 -0.218 0.04
H -1.890 0.731 0.915 0.06
H -0.893 -0.958 -1.313 0.03
H 1.687 -1.089 -1.566 0.09
H 1.006 2.411 -0.716 0.01
H 2.154 0.004 1.368 0.07
```

For the total energy, the calculation gives -647.4494 a.u. Its gap between HOMO and LUMO is 0.311 Ha. Its energy above the lowest of the compared OMol25 structures with the same formula, charge and spin is 142.0 kJ/mol.